1.
22
Properties=species:S:1:pos:R:3:forces:R:3 method="wB97M-V/def2-TZVPD" molar_mass_g_mol=110.200 homo_lumo_gap_ev=6.61 e_tot_ha=-312.97358 e_lumo_ev=-0.8 relative_energy_ev=6.635
C -2.3759 -2.6586 -0.6780 -0.945 -0.268 0.408
C -1.1424 -1.8041 -0.9541 -0.055 -0.573 0.473
C -1.3348 -0.3140 -0.5669 0.062 -1.763 -1.872
C -0.0828 0.4640 -0.7348 -2.323 3.479 2.577
C 0.9752 -0.2062 1.3649 -0.647 -0.064 -1.251
C 0.7343 0.7559 0.4317 0.844 0.469 -0.208
C 1.4503 2.0439 0.3505 1.715 0.426 -0.354
C 2.5319 2.4032 1.0387 1.133 -1.360 0.436
H -2.7885 -2.5433 0.3398 0.570 0.169 -0.078
H -3.2710 -2.4627 -1.2831 0.462 0.163 -0.372
H -2.1543 -3.7253 -0.7667 0.059 0.097 -0.165
H -0.3579 -2.2202 -0.3272 0.260 -0.004 0.114
H -0.7815 -1.9759 -1.9753 -0.234 0.409 0.004
H -2.0827 0.0612 -1.2693 -0.035 0.198 0.369
H -1.7177 -0.3105 0.4491 0.061 0.438 0.037
H 0.3613 0.8380 -1.6553 -0.437 -0.372 -0.125
H -1.2014 2.4548 -0.3820 0.960 -1.591 -0.548
H 0.1524 -0.9021 1.4935 0.587 -0.624 -0.096
H 1.9887 -0.4562 1.6568 -0.309 0.598 1.071
H 1.1692 2.7779 -0.3890 -0.462 -0.404 -0.447
H 3.2828 3.1315 0.7374 -0.902 0.631 0.025
H 2.9522 1.7661 1.8216 -0.362 -0.055 0.003



2.
30
Properties=species:S:1:pos:R:3:forces:R:3 method="wB97M-V/def2-TZVPD" molar_mass_g_mol=369.613 homo_lumo_gap_ev=3.69 e_tot_ha=-1126.68246 e_lumo_ev=2.1 charge=-1
C -1.0312 0.1111 -3.0147 -4.006 -0.134 -3.221
Ba 0.8999 1.1424 -2.2594 0.745 2.367 0.339
N 2.4966 -0.1071 -0.4602 -1.048 -2.568 0.974
N 1.9136 -0.6627 -4.0027 1.241 -1.713 0.302
H 1.7304 -0.9245 -0.1971 3.061 2.394 -0.691
H 1.4648 3.4698 -2.8668 0.236 0.227 -0.188
H -1.4512 0.3525 -1.4972 0.761 -1.989 -5.269
H -1.1872 -1.0422 -3.3750 -0.329 2.084 1.108
H -1.7356 0.8147 -3.8638 1.851 -1.777 1.915
H 2.0571 -1.5474 -3.3958 -0.236 1.890 -1.658
H 2.8233 -0.2342 -4.2461 -0.447 -0.697 0.158
H 1.4398 -0.9062 -4.8797 0.089 0.038 0.750
H 3.3832 -0.4829 -0.8546 -1.081 0.102 0.731
H 2.7100 0.4874 0.3478 -0.117 -0.579 -0.317
O 0.1439 -1.9516 -0.1245 2.714 -3.930 -2.038
C -0.5430 -1.1014 0.2594 -3.912 5.471 2.857
N -1.2894 -0.1659 -0.4470 -0.161 0.495 2.493
S -1.6946 1.2440 0.3129 -4.720 -0.695 2.694
O -0.8666 2.3497 -0.0912 0.271 -0.292 -0.085
O -3.2113 1.5266 0.3760 4.918 -1.118 -0.381
C -1.2171 0.5522 1.9203 -0.006 0.059 -0.071
C -1.3716 1.1076 3.1721 -0.010 0.187 0.579
C -1.0170 0.3298 4.2895 0.131 -0.363 -0.687
C -0.4855 -0.9683 4.1140 -0.138 0.475 0.376
C -0.2855 -1.4874 2.8419 -0.275 0.254 -0.635
C -0.6978 -0.7200 1.7471 0.547 -0.204 0.001
H -1.7637 2.1299 3.2587 0.149 -0.537 0.142
H -1.1491 0.7215 5.2913 0.004 -0.003 -0.072
H -0.2211 -1.5687 4.9906 -0.085 0.288 -0.289
H 0.1562 -2.4685 2.6543 -0.146 0.270 0.186